3 unconnected molecules or ions with the total composition C20H44BrN2, computed with ωB97M-V/def2-TZVPD.

Structure (XYZ):
```
67
C20H44BrN2 ωB97M-V/def2-TZVPD
Br 2.58 -2.15 3.18
C 7.63 -2.01 -0.35
C 7.64 -2.88 -1.65
C 6.19 -3.00 -2.29
C 5.66 -1.60 -2.41
N 4.58 -1.38 -3.60
C 3.43 -2.36 -3.67
C 2.34 -1.86 -2.72
C 2.70 -0.46 -2.36
C 3.79 -0.09 -3.39
C 5.39 -1.35 -4.90
H 8.62 -1.58 -0.19
H 7.37 -2.56 0.55
H 6.99 -1.13 -0.42
H 8.05 -3.85 -1.37
H 8.34 -2.48 -2.39
H 5.60 -3.59 -1.59
H 6.38 -3.47 -3.25
H 6.40 -0.80 -2.46
H 5.15 -1.34 -1.48
H 3.06 -2.36 -4.70
H 3.88 -3.35 -3.58
H 1.34 -1.92 -3.15
H 2.26 -2.49 -1.83
H 1.81 0.17 -2.42
H 3.12 -0.36 -1.36
H 3.32 0.18 -4.34
H 4.39 0.72 -2.98
H 4.84 -0.93 -5.74
H 5.56 -2.41 -5.12
H 6.34 -0.81 -4.82
C -5.02 -1.51 -0.15
C -4.09 -1.53 1.12
C -4.25 -0.46 2.15
C -3.64 0.92 1.77
N -3.96 2.04 2.75
C -3.23 1.95 4.12
C -1.76 2.37 3.88
C -1.69 3.16 2.61
C -3.13 3.24 2.19
C -5.41 2.54 2.91
C -6.14 2.91 1.60
C -7.61 3.20 1.80
H -5.03 -2.48 -0.64
H -4.71 -0.66 -0.76
H -6.03 -1.39 0.24
H -3.04 -1.70 0.87
H -4.26 -2.53 1.51
H -3.69 -0.80 3.02
H -5.29 -0.50 2.46
H -3.96 1.28 0.80
H -2.56 0.81 1.89
H -3.78 2.48 4.89
H -3.27 0.89 4.38
H -1.55 3.00 4.74
H -1.11 1.50 3.81
H -1.34 4.17 2.83
H -1.26 2.71 1.72
H -3.58 4.18 2.50
H -3.19 3.37 1.11
H -5.47 3.39 3.59
H -5.87 1.64 3.33
H -6.08 2.00 1.01
H -5.63 3.69 1.03
H -8.28 3.07 0.95
H -7.80 4.15 2.31
H -8.03 2.41 2.42
```

The value obtained for the energy above the lowest of the compared OMol25 structures with the same formula, charge and spin is 294.3 kJ/mol. As for the LUMO energy: -0.0740 Eh. For the orbital gap, the calculation gives 5.4 eV. The total energy comes out at -94467.34495 eV. As for the total charge: +1.


3 unconnected molecules or ions with the total composition C20H44ClFIS, computed with ωB97M-V/def2-TZVPD.

Structure (XYZ):
```
68
C20H44ClFIS ωB97M-V/def2-TZVPD
C 1.27 5.32 -0.84
C 0.36 4.21 -0.05
Cl -1.40 4.42 -0.72
C 0.79 2.64 -0.34
S 1.97 1.96 1.00
C 1.23 0.25 1.40
C 2.23 -1.00 1.07
C 2.05 -1.35 -0.56
I 1.64 -2.89 2.10
C 3.72 1.82 0.36
C 4.13 2.97 -0.75
F 4.62 2.08 1.55
H 0.62 6.16 -1.37
H 1.90 4.81 -1.71
H 2.03 5.91 -0.13
H 0.26 4.43 1.11
H -0.21 2.02 -0.23
H 1.18 2.44 -1.42
H 0.98 0.18 2.56
H 0.26 0.10 0.73
H 3.35 -0.78 1.34
H 0.94 -1.75 -0.72
H 2.78 -2.25 -0.82
H 2.29 -0.42 -1.23
H 4.01 0.79 -0.11
H 3.84 2.57 -1.81
H 3.72 4.04 -0.51
H 5.32 3.07 -0.73
C -5.29 4.49 5.07
C -4.12 4.51 4.10
C -4.53 4.22 2.66
C -5.13 2.83 2.42
C -4.24 1.65 2.83
C -2.94 1.59 2.04
H -5.76 3.50 5.12
H -4.94 4.74 6.08
H -6.05 5.22 4.79
H -3.35 3.81 4.43
H -3.66 5.51 4.13
H -3.66 4.35 2.01
H -5.26 4.97 2.33
H -5.38 2.73 1.36
H -6.09 2.75 2.96
H -4.80 0.72 2.66
H -4.02 1.69 3.90
H -3.14 1.50 0.97
H -2.36 0.71 2.35
H -2.32 2.47 2.21
C 0.33 -4.79 -1.31
C 1.75 -5.11 -1.74
C 2.04 -4.71 -3.19
C 1.21 -5.44 -4.25
C 1.31 -6.97 -4.23
C 2.72 -7.48 -4.51
H -0.41 -5.35 -1.91
H 0.18 -5.07 -0.26
H 0.12 -3.73 -1.42
H 1.96 -6.17 -1.59
H 2.44 -4.56 -1.09
H 3.11 -4.88 -3.39
H 1.88 -3.63 -3.31
H 1.51 -5.08 -5.24
H 0.15 -5.16 -4.14
H 0.64 -7.38 -4.99
H 0.97 -7.36 -3.27
H 3.07 -7.13 -5.49
H 2.73 -8.57 -4.51
H 3.43 -7.14 -3.75
```

As for the LUMO energy: -0.1285 Eh. For the orbital gap, the calculation gives 9.2 eV. The total energy comes out at -55618.81921 eV. As for the total charge: +1.


A molecular structure, C20H44GdNOP3Se, computed with ωB97M-V/def2-TZVPD.

Structure (XYZ):
```
71
C20H44GdNOP3Se ωB97M-V/def2-TZVPD
Gd -0.21 -1.14 0.32
P 0.29 1.60 1.98
P -2.56 0.50 0.05
P 2.55 -0.23 -0.08
H -1.29 -2.86 -3.34
C -0.42 -3.14 -2.72
C -0.30 -2.72 -1.42
H -1.29 -2.32 -0.96
C 0.47 3.28 1.26
C -1.06 2.03 3.14
C 1.77 1.60 3.08
C -3.45 -0.27 -1.35
C -3.85 0.29 1.34
C -2.97 2.22 -0.41
C 3.17 -1.18 -1.52
C 3.88 -0.78 1.10
C 3.35 1.34 -0.63
H 0.34 -3.76 -3.24
H 0.55 -3.20 -0.83
H 0.42 4.06 2.04
H -0.35 3.45 0.55
H 1.42 3.36 0.72
H -0.72 2.82 3.83
H -1.37 1.15 3.72
H -1.94 2.37 2.59
H 1.67 2.40 3.83
H 2.69 1.74 2.50
H 1.84 0.63 3.58
H -4.53 -0.07 -1.23
H -3.28 -1.34 -1.39
H -3.12 0.18 -2.29
H -4.80 0.63 0.91
H -3.61 0.87 2.24
H -3.94 -0.77 1.61
H -4.04 2.18 -0.66
H -2.40 2.53 -1.30
H -2.83 2.94 0.40
H 4.27 -1.14 -1.56
H 2.76 -0.76 -2.44
H 2.87 -2.23 -1.44
H 4.82 -0.83 0.52
H 3.66 -1.77 1.51
H 4.02 -0.08 1.94
H 4.33 1.03 -1.02
H 3.54 2.05 0.18
H 2.82 1.83 -1.45
C 0.12 0.95 -4.26
C -0.50 -0.15 -4.87
C -0.29 -0.41 -6.21
C 0.65 0.33 -6.92
C 1.27 1.44 -6.34
C 0.98 1.76 -5.02
Se 0.02 1.10 -2.31
H 0.24 -0.42 -2.27
H -1.10 -0.84 -4.28
H -0.75 -1.28 -6.69
H 0.97 0.01 -7.91
H 1.97 2.07 -6.88
H 1.54 2.53 -4.50
C 0.63 -2.37 4.39
N -0.81 -2.19 4.45
C -1.46 -2.11 5.73
C -1.45 -1.84 3.35
O -0.77 -1.56 2.29
H 0.95 -2.74 5.36
H 1.19 -1.45 4.16
H 0.91 -3.11 3.63
H -1.61 -1.07 6.06
H -2.45 -2.57 5.67
H -0.84 -2.64 6.45
H -2.55 -1.88 3.28
```

The value obtained for the energy above the lowest of the compared OMol25 structures with the same formula, charge and spin is 16.5 kJ/mol. As for the LUMO energy (spin up / spin down): -0.3528 / -0.4435 Eh. Its spin multiplicity is 8. For the orbital gap (spin up / spin down), the calculation gives 6.5 / 4.0 eV. The total energy comes out at -139012.10568 eV. Its expectation value of S² is 16.07. As for the total charge: +3.